C42H56N6O5RhSbSi3 | ωB97M-V with the def2-TZVPD basis set

XYZ file:
```
114
Properties=species:S:1:pos:R:3:lowdin_spin:R:1
Rh 14.57 11.42 11.65 1.7329
O 15.76 13.86 15.29 0.0018
C 16.07 12.98 14.20 0.0027
O 15.59 13.63 13.01 0.0405
C 15.27 11.69 14.60 0.0157
C 15.04 11.42 15.98 0.0033
C 14.67 10.11 16.34 0.0044
C 14.43 9.14 15.38 0.0011
C 14.53 9.51 14.00 0.0078
N 14.97 10.78 13.64 0.0821
C 14.33 8.59 12.76 0.0113
O 13.63 7.45 12.93 0.0024
O 14.97 8.84 11.76 0.0399
H 15.76 14.75 14.80 0.0002
H 15.19 12.18 16.71 0.0007
H 14.53 9.96 17.39 0.0002
H 14.23 8.08 15.64 0.0003
H 12.68 7.49 13.15 0.0007
C 11.35 12.38 9.38 0.0145
Sb 12.55 10.76 10.12 0.1643
C 13.06 12.41 12.28 0.5250
C 11.90 11.92 12.90 0.0682
C 11.61 12.16 14.28 0.0672
C 10.66 11.41 14.90 0.0104
C 10.06 10.37 14.16 0.0690
C 10.31 10.24 12.77 0.0162
N 11.15 11.04 12.16 0.0989
Si 14.00 13.98 12.44 0.1115
C 13.01 15.04 13.68 0.0220
C 14.35 14.78 10.82 0.0172
C 17.59 12.76 14.17 0.0006
C 12.04 8.67 8.34 0.4801
C 11.63 7.68 9.36 0.0508
C 11.70 6.31 9.07 0.0245
C 11.40 5.34 10.03 0.0037
C 10.95 5.74 11.31 0.0059
C 10.75 7.13 11.46 0.0020
N 11.10 8.04 10.56 0.0270
Si 10.53 8.87 7.17 0.0485
C 11.02 9.79 5.57 -0.0012
C 9.20 9.96 7.94 0.0082
C 9.58 7.28 6.91 0.0205
Si 13.75 8.29 7.46 0.0385
C 13.78 7.13 5.92 0.0209
C 14.35 10.00 6.98 0.0002
C 14.90 7.24 8.55 -0.0021
H 10.31 12.41 9.72 0.0008
H 11.29 12.12 8.31 0.0018
H 11.79 13.36 9.59 0.0021
H 12.22 12.92 14.82 0.0021
H 10.46 11.45 16.00 -0.0003
H 9.22 9.76 14.57 0.0033
H 9.86 9.44 12.18 0.0003
H 11.93 14.81 13.52 0.0009
H 13.10 16.09 13.42 0.0025
H 13.22 14.72 14.68 0.0007
H 13.51 14.64 10.14 0.0012
H 15.22 14.26 10.42 0.0039
H 14.52 15.88 10.83 0.0011
H 17.84 12.39 13.18 0.0000
H 17.85 12.08 15.00 0.0000
H 18.10 13.74 14.31 0.0002
H 12.04 5.95 8.09 0.0011
H 11.45 4.31 9.74 0.0006
H 10.72 5.05 12.13 0.0004
H 10.33 7.49 12.42 0.0009
H 11.71 9.15 5.03 -0.0001
H 11.50 10.76 5.75 0.0001
H 10.13 9.95 4.98 -0.0002
H 9.41 11.02 7.93 -0.0002
H 8.96 9.63 8.93 -0.0001
H 8.29 9.88 7.30 0.0005
H 10.20 6.47 6.51 -0.0004
H 8.79 7.47 6.12 0.0024
H 9.11 6.85 7.77 0.0006
H 13.56 6.11 6.14 0.0001
H 14.79 7.15 5.43 0.0025
H 13.15 7.57 5.14 -0.0002
H 13.51 10.60 6.65 0.0003
H 15.15 10.06 6.22 0.0000
H 14.77 10.43 7.92 -0.0007
H 15.41 7.88 9.27 -0.0001
H 15.69 6.78 8.00 -0.0001
H 14.32 6.51 9.10 0.0001
C 21.51 14.12 13.37 0.0000
C 21.76 12.91 12.47 0.0000
C 21.98 11.65 12.93 0.0001
C 21.88 10.52 12.11 0.0000
C 21.64 10.70 10.71 0.0001
N 21.42 9.62 9.88 -0.0001
C 20.48 8.55 10.12 -0.0001
O 20.77 7.38 9.99 -0.0002
N 19.30 9.00 10.75 -0.0008
C 18.48 10.08 10.43 -0.0007
C 18.67 10.81 9.20 0.0127
C 17.71 11.68 8.83 0.0033
C 16.56 11.80 9.65 0.0398
N 16.33 11.05 10.73 0.0384
C 17.33 10.29 11.20 0.0059
C 21.60 11.99 10.20 0.0002
C 21.61 13.07 11.09 0.0001
H 20.54 14.58 13.17 0.0000
H 22.32 14.86 13.16 0.0000
H 21.57 13.78 14.41 0.0000
H 22.29 11.56 13.98 0.0000
H 21.86 9.50 12.49 0.0000
H 22.25 9.21 9.51 0.0000
H 18.74 8.27 11.14 -0.0001
H 19.62 10.65 8.68 0.0006
H 17.76 12.31 7.97 -0.0003
H 15.84 12.55 9.38 0.0125
H 17.17 9.75 12.09 0.0002
H 21.46 12.13 9.10 0.0000
H 21.56 14.12 10.75 0.0000
```

Calculated values
* strongest force on any atom: 4.07 eV/A
* total charge: +2
* Kohn-Sham gap (spin up / spin down): 0.2196 / 0.1901 hartree
* E_LUMO (spin up / spin down): -6.092 / -7.527 eV
* E_HOMO (spin up / spin down): -12.068 / -12.701 eV
* spin multiplicity: 5